{"formula": "C2H16N2O4", "method": "ωB97M-V/def2-TZVPD", "symbols": ["N", "C", "C", "N", "H", "H", "H", "H", "H", "H", "H", "H", "H", "H", "O", "H", "H", "O", "H", "H", "O", "H", "H", "O"], "xyz": [[1.891, 0.766, 0.530], [2.100, 0.606, -0.877], [1.414, -0.593, -1.506], [-0.135, -0.477, -1.480], [1.039, 1.216, 0.613], [2.469, 1.583, 0.665], [3.113, 0.522, -1.070], [1.850, 1.508, -1.402], [1.728, -0.709, -2.569], [1.743, -1.453, -0.962], [-0.801, -0.597, -2.246], [-0.488, -1.068, -0.730], [-1.457, 2.446, -0.711], [-0.515, 0.909, -0.814], [-0.594, 2.061, -0.387], [-2.626, 1.459, 1.029], [-3.200, 0.100, 0.647], [-3.434, 1.109, 0.613], [-0.931, -1.604, 1.358], [-2.115, -2.257, 0.865], [-1.715, -1.371, 0.794], [1.552, -2.225, 2.575], [1.701, -1.100, 1.486], [1.188, -1.903, 1.757]], "nbo_charge": [-0.85, -0.25, -0.27, -0.92, 0.39, 0.34, 0.17, 0.18, 0.18, 0.21, 0.39, 0.42, 0.47, 0.49, -1.12, 0.47, 0.50, -1.01, 0.47, 0.32, -1.30, 0.42, 0.48, -1.20], "s_squared": 0.750, "total_energy_ha": -496.1939, "spin_multiplicity": 2, "lumo_ev": [3.4875, 3.3303], "charge": -1}

{"formula": "C2H16O5", "method": "ωB97M-V/def2-TZVPD", "symbols": ["C", "C", "H", "H", "H", "H", "H", "H", "O", "H", "H", "O", "H", "H", "O", "H", "H", "O", "H", "H", "O", "H", "H"], "xyz": [[3.367, -1.514, -2.033], [2.916, -1.032, -0.654], [4.446, -1.647, -2.056], [2.928, -0.856, -2.773], [2.899, -2.440, -2.388], [3.028, 0.042, -0.597], [1.899, -1.305, -0.368], [3.552, -1.557, 0.048], [-6.355, -3.943, -1.236], [-6.113, -3.962, -0.301], [-5.956, -3.163, -1.626], [-4.115, -1.037, 2.696], [-4.046, -0.212, 2.197], [-3.863, -0.759, 3.584], [3.490, 5.584, 1.439], [4.259, 5.158, 1.828], [3.839, 6.089, 0.698], [-1.865, -0.059, 1.104], [-2.528, -0.623, 0.695], [-1.732, -0.465, 1.966], [0.074, 2.832, -1.014], [0.662, 2.437, -0.359], [-0.786, 2.433, -0.850]], "nbo_charge": [-0.61, -0.61, 0.21, 0.21, 0.20, 0.20, 0.21, 0.20, -0.94, 0.47, 0.47, -0.95, 0.47, 0.47, -0.94, 0.47, 0.47, -0.95, 0.47, 0.48, -0.94, 0.47, 0.47], "smiles": "CC.O.O.O.O.O", "total_energy_ha": -461.9570, "lumo_ev": 0.2536, "charge": 0}

{"formula": "C2H16O5S", "method": "ωB97M-V/def2-TZVPD", "symbols": ["C", "S", "C", "H", "H", "H", "H", "H", "H", "H", "H", "O", "H", "H", "O", "H", "H", "O", "H", "H", "O", "H", "H", "O"], "xyz": [[3.942, 0.998, 0.659], [2.345, 0.365, 0.037], [2.610, -1.120, -0.886], [4.127, 0.619, 1.620], [3.821, 2.149, 0.606], [4.844, 0.945, -0.003], [3.227, -1.821, -0.286], [1.709, -1.645, -1.317], [3.178, -0.768, -1.737], [-0.924, -0.473, 2.042], [0.645, 0.131, 2.134], [-0.331, 0.332, 1.974], [-0.901, 2.147, -0.934], [-2.095, 2.952, -1.414], [-1.190, 2.793, -1.634], [-2.339, -1.008, -1.705], [-3.126, -0.667, -0.401], [-2.927, -1.405, -1.034], [-4.125, 1.886, 1.361], [-2.885, 1.297, 1.346], [-3.602, 1.323, 0.799], [-1.113, -3.723, -0.695], [-2.120, -2.668, -0.110], [-1.795, -3.601, -0.073]], "nbo_charge": [-0.82, 0.89, -0.84, 0.28, 0.30, 0.29, 0.29, 0.31, 0.29, 0.50, 0.47, -0.96, 0.45, 0.48, -0.93, 0.48, 0.50, -0.95, 0.48, 0.46, -0.94, 0.45, 0.49, -0.97], "s_squared": 0.753, "total_energy_ha": -859.8008, "spin_multiplicity": 2, "lumo_ev": [-3.6416, -8.8466], "charge": 1}

One value per record, in order, for ΔE to the lowest compared entry with this formula, charge and spin: 25.22 21.19 34.34 kcal/mol.